DFT (the ωB97M-V functional and the def2-TZVPD basis) results for C28H24BN6O2Ru as an isolated structure in a non-equilibrium geometry.

Atoms and positions in Å:
1 Ru -0.773 -0.202 0.205
2 C 1.520 -1.413 -3.206
3 C 0.712 -1.467 -2.070
4 N 0.175 -0.348 -1.575
5 C 0.422 0.837 -2.198
6 C 1.217 0.854 -3.337
7 N 1.755 -0.261 -3.807
8 C -0.126 2.010 -1.492
9 C -0.373 3.275 -1.981
10 C -0.938 4.239 -1.132
11 C -1.220 3.901 0.203
12 C -0.965 2.618 0.636
13 N -0.427 1.713 -0.209
14 C -1.219 2.020 1.959
15 C -1.418 2.700 3.155
16 N -1.513 2.048 4.303
17 C -1.417 0.730 4.321
18 C -1.250 0.012 3.138
19 N -1.158 0.658 1.971
20 C -1.301 5.567 -1.654
21 C -0.434 6.291 -2.464
22 C -0.864 7.525 -2.948
23 N -2.065 7.992 -2.663
24 C -2.907 7.321 -1.900
25 C -2.557 6.091 -1.351
26 H 1.982 -2.302 -3.617
27 H 0.496 -2.400 -1.565
28 H 1.447 1.771 -3.867
29 H -0.168 3.511 -3.017
30 H -1.627 4.641 0.879
31 H -1.480 3.781 3.189
32 H -1.472 0.236 5.283
33 H -1.201 -1.069 3.122
34 H 0.568 5.944 -2.690
35 H -0.225 8.138 -3.571
36 H -3.879 7.764 -1.716
37 H -3.262 5.558 -0.724
38 C -8.599 -2.537 -2.493
39 C -8.278 -1.094 -1.936
40 C -8.103 -0.156 -3.134
41 C -9.476 -0.650 -1.085
42 C -7.033 -1.286 -1.146
43 C -7.120 -1.629 0.250
44 C -6.030 -1.651 1.080
45 C -4.798 -1.380 0.489
46 O -3.581 -1.303 1.047
47 B -2.675 -1.026 0.006
48 O -3.361 -0.912 -1.194
49 C -4.680 -1.138 -0.912
50 C -5.757 -1.110 -1.740
51 H -9.516 -2.445 -3.075
52 H -8.763 -3.248 -1.683
53 H -7.799 -2.900 -3.138
54 H -9.053 -0.053 -3.653
55 H -7.377 -0.523 -3.860
56 H -7.797 0.840 -2.803
57 H -10.307 -0.407 -1.744
58 H -9.240 0.241 -0.499
59 H -9.830 -1.424 -0.405
60 H -8.083 -1.864 0.680
61 H -6.123 -1.881 2.133
62 H -5.629 -0.937 -2.799

Forces on the atoms, in the same order (eV/Å):
Ru 0.39 -0.31 -0.05
C -0.19 0.21 0.17
C 0.08 -0.10 -0.16
N 0.61 -0.26 -0.71
C 0.09 -0.05 -0.22
C -0.29 -0.02 0.34
N 0.25 -0.11 -0.42
C -0.01 0.17 0.11
C 0.26 -0.21 0.02
C -0.11 0.21 -0.10
C 0.07 -0.25 0.16
C 0.03 0.11 -0.18
N 0.02 0.66 -0.20
C -0.02 0.04 0.27
C 0.04 -0.18 -0.42
N -0.04 0.12 0.42
C -0.03 0.08 -0.25
C -0.06 0.02 0.15
N -0.06 0.37 1.11
C -0.04 -0.07 0.11
C 0.13 0.12 -0.21
C 0.06 -0.60 0.35
N -0.34 0.95 -0.44
C 0.35 -0.56 0.19
C -0.13 0.18 0.09
H -0.03 -0.03 0.03
H 0.02 0.02 0.02
H -0.03 0.03 0.06
H -0.03 0.06 0.01
H -0.04 0.02 -0.05
H 0.01 -0.01 -0.01
H -0.01 -0.06 -0.04
H 0.02 0.01 0.01
H -0.04 -0.06 0.00
H -0.01 0.01 0.02
H 0.02 0.02 -0.01
H 0.02 -0.03 -0.05
C 0.23 -0.01 0.15
C -0.24 -0.30 -0.22
C 0.18 0.15 0.13
C 0.10 0.11 0.20
C -0.31 0.18 -0.20
C 0.16 -0.13 0.38
C 0.03 -0.09 0.21
C -0.19 0.05 -0.43
O 0.17 -0.17 0.23
B -1.28 -0.18 -0.22
O 0.30 -0.13 -0.04
C -0.45 -0.04 0.15
C 0.61 -0.04 -0.11
H -0.02 0.02 0.00
H -0.03 -0.03 -0.03
H -0.03 -0.02 -0.02
H -0.02 -0.04 0.00
H -0.03 -0.01 -0.02
H -0.02 0.00 -0.05
H 0.00 -0.01 -0.03
H -0.06 0.03 -0.05
H 0.02 -0.02 -0.04
H -0.04 0.06 -0.12
H 0.05 0.01 -0.01
H -0.11 0.09 0.02

Summary:
Frontier orbital gap (alpha / beta), eV: 5.96 / 4.13
<S²>: 6.0288
LUMO energy (alpha / beta), eV: -10.14 / -11.96
E_HOMO (alpha / beta), eV: -16.1 / -16.1
Total charge: +3
Multiplicity: 5

Atom charges from the Mulliken analysis, given in e for atoms 1 to 5: 0.7567, -0.3794, -0.1712, 0.0811, -0.0248

=====

DFT (the ωB97M-V functional and the def2-TZVPD basis) results for C3H2Cl2O2 as an isolated structure in a non-equilibrium geometry.

Atoms and positions in Å:
1 C 1.302 -1.397 0.620
2 C 0.181 -0.450 -0.686
3 C -1.238 -0.120 -0.400
4 O 0.986 -2.196 1.378
5 O 0.739 -0.181 -1.684
6 Cl -1.921 -1.676 0.142
7 Cl -1.457 1.219 0.805
8 H 2.328 -1.078 0.191
9 H -1.780 -0.055 -1.328

Forces on the atoms, in the same order (eV/Å):
C 1.49 3.77 -3.79
C 0.01 -1.22 1.83
C 0.01 -1.35 1.52
O -1.23 -2.01 2.07
O 1.84 0.83 -1.81
Cl -0.64 -0.16 0.80
Cl -0.14 -0.63 -0.84
H -1.49 -0.50 0.47
H 0.14 1.28 -0.26

Summary:
Frontier orbital gap (alpha / beta), eV: 6.59 / 8.76
<S²>: 2.0127
LUMO energy (alpha / beta), eV: 0.07 / -2.68
E_HOMO (alpha / beta), eV: -6.5 / -11.4
Total charge: 0
Multiplicity: 3
Relative energy (zero: lowest compared OMol25 entry of this formula, charge and spin), kcal/mol: 20.69

Atom charges from the natural (NBO) analysis, given in e for atoms 1 to 5: 0.2987, 0.3453, -0.3027, -0.3922, -0.4307

=====

Q: <S²> of number 1 (C28H24BN6O2Ru)?
A: 6.0288

=====

Q: Look up the total charge of the second one.
A: 0

=====

Q: Which value of total charge does entry 1 give?
A: +3

=====

Q: Look up the multiplicity of the first one.
A: 5